1.
14
Properties=species:S:1:pos:R:3 method="wB97M-V/def2-TZVPD" gap_ev="7.635 / 8.136" e_homo_ev="-13.92 / -14.01" e_above_lowest_kcal_mol=39.7 charge=+1
Cl -2.4319 -1.5203 -0.1346
O 2.5491 0.3372 -0.6703
O 2.5800 -1.4098 0.7212
N -0.9532 0.3704 0.9739
N 2.2275 -0.5776 0.0046
N -1.0422 1.2654 -0.0590
N 0.2195 -0.7842 -0.5721
N 0.0416 0.1418 -1.3789
C -0.8121 -0.9383 0.3996
H -1.9045 1.2318 -0.4682
H -0.7423 2.1455 0.1657
H 0.9246 0.6122 -1.6359
H -0.0608 0.7299 1.3684
H -0.5952 -1.6040 1.2854

=====

2.
14
Properties=species:S:1:pos:R:3 method="wB97M-V/def2-TZVPD" gap_ev=4.386 e_homo_ev=-20.08 charge=+3
Hf 1.3484 -2.7795 1.9204
I 2.3054 -0.6457 -3.1835
P 0.3315 -0.0662 -2.0101
Al 0.4430 -0.7026 0.3237
F 2.1308 -0.7260 0.9985
O -0.7934 2.3998 -0.3388
O -0.9303 -0.8491 -2.6180
C -0.3353 2.0066 0.6785
C -0.7244 0.6231 1.2386
H -0.6089 0.5871 2.3403
H -1.7629 0.3672 0.9425
H 0.3682 2.6325 1.2769
H -0.0821 -2.2340 0.4610
H -1.6899 -0.6132 -2.0299

=====

3.
53
Properties=species:S:1:pos:R:3 method="wB97M-V/def2-TZVPD" gap_ev=9.280 e_homo_ev=-4.32 e_above_lowest_kcal_mol=78.9 charge=-2
S 1.0201 -1.9284 -16.9892
O 0.2761 -2.6163 -18.0316
O 4.2076 0.1852 -17.9188
O -0.0583 -4.8553 -15.3118
O 4.5025 -2.1452 -16.4277
O -1.9187 -2.8654 -15.3766
O 2.2397 -0.4888 -20.0890
O 1.6515 -0.7791 -17.5647
O 2.2061 0.8908 -15.8909
O 2.9185 -5.0702 -16.9302
O 0.7952 -0.7576 -13.5106
O 2.2835 -3.9661 -14.2868
O 0.5520 -3.8004 -20.6051
O -1.3858 0.6265 -16.2514
O 0.6815 1.7562 -18.3004
O 0.2977 -5.2649 -18.2038
O -2.5701 -0.3832 -13.7869
O 0.0831 -1.4160 -15.9700
O 2.0289 -2.8193 -16.4264
O -2.1821 -3.1977 -18.3650
O -0.8924 -0.5918 -19.6699
H -2.1560 -2.7381 -14.4802
H 0.5434 -0.9852 -14.3849
H -0.2644 0.0488 -19.4473
H 4.9220 -2.9026 -16.8206
H 2.3698 -3.4678 -15.0674
H 0.0691 -4.3155 -18.1117
H 4.7427 -0.3393 -17.3275
H 2.0549 -0.4231 -19.1225
H -0.4629 -5.7691 -18.1830
H 0.4512 -1.4618 -12.8819
H 1.4116 -4.3126 -14.4455
H 2.8958 1.4441 -16.3099
H 0.9789 1.1124 -17.6609
H 0.7057 -3.4309 -19.7255
H -2.1916 -0.3598 -14.6336
H 3.3643 -0.2127 -17.9843
H 3.0074 -5.0138 -17.8744
H 0.1373 -3.0776 -21.1357
H -1.2058 -3.1557 -18.3208
H 1.3296 2.4185 -18.2806
H -0.7329 -1.3294 -19.0292
H 2.8349 0.2499 -20.2945
H -0.9349 1.3452 -15.8235
H -0.7656 -0.1386 -16.1534
H 2.0989 0.1387 -16.5314
H 2.6659 -4.1503 -16.7036
H 0.3363 -5.0026 -16.1529
H -2.5235 -2.9431 -17.5043
H -1.1653 -2.2635 -15.5901
H -0.7009 -4.1285 -15.3522
H 3.5698 -2.4373 -16.4002
H -3.2674 0.2503 -13.7703

=====

4.
18
Properties=species:S:1:pos:R:3 method="wB97M-V/def2-TZVPD" gap_ev="8.036 / 8.037" e_homo_ev="-8.26 / -8.26" e_above_lowest_kcal_mol=72.6
S 3.7218 -0.7036 0.0110
P 0.8362 -0.8410 1.1340
P 0.8495 -0.8661 -1.1005
C -0.4643 -0.2587 0.0106
C 2.4429 1.6047 -0.0267
C 2.0332 0.1096 0.0898
C -1.8688 -0.6189 -0.0643
C -2.1602 -2.1217 0.0155
H 2.9930 1.9731 0.8875
H -1.5167 -2.6898 0.6259
H 4.3162 0.1227 -0.8525
H 1.4946 2.1855 0.0863
H -3.1652 -2.2062 0.1076
H -0.6389 1.5970 0.4384
H -1.8393 -2.4359 -0.9333
H 2.9229 1.8983 -0.8944
H -2.4112 -0.0328 -0.7750
H -2.4341 -0.3173 0.7879

=====

Respective maximum force values: 0.0672 0.0629 0.0686 0.1023 hartree/bohr.